The following is a DFT calculation (wB97M-V/def2-TZVPD) of a structure of composition C22H31MoN7OS5 in a non-equilibrium geometry.

Computed properties:
Total charge: +4
Spin multiplicity: 3
DFT total energy (eV): -91789.8823
Maximum force (eV Å⁻¹): 1.343
HOMO level (spin up / spin down) (eV): -18.8600 / -18.8370
Gap between HOMO and LUMO (spin up / spin down) (eV): 5.5 / 5.5
LUMO energy (spin up / spin down) (eV): -13.322 / -13.294

The geometry in XYZ format:
```
67
C22H31MoN7OS5, DFT wB97M-V/def2-TZVPD
Mo -0.07210 -0.46348 -0.02398
C 2.74144 2.31265 0.46375
C 1.88007 3.31912 1.20732
S 0.56756 2.41743 2.01740
C -0.95925 3.31819 1.79784
C -1.44215 3.36982 0.36410
S -1.37948 1.82631 -0.63285
C -0.38618 2.43037 -2.02520
C 1.11464 2.54483 -1.80021
S 1.87213 1.26721 -0.74438
H 3.24411 1.61943 1.14062
H 3.51169 2.81267 -0.12467
H 1.46288 4.08886 0.56219
H 2.48103 3.81457 1.96531
H -0.84348 4.33133 2.17904
H -1.67226 2.80507 2.44456
H -0.87100 4.09197 -0.21589
H -2.48987 3.66322 0.32793
H -0.80113 3.40426 -2.28090
H -0.60861 1.77850 -2.85732
H 1.38868 3.49591 -1.34892
H 1.61905 2.49081 -2.76249
N -0.93164 -3.09567 -2.53406
C -1.76340 -2.83527 -1.51751
N -1.55046 -2.01462 -0.44576
C -2.68473 -2.03261 0.39916
C -3.71111 -2.74027 -0.05413
S -3.30677 -3.55179 -1.51403
C -2.57562 -1.41702 1.69808
C -3.42765 -1.68255 2.67257
S -2.99008 -0.86105 4.09185
C -1.60215 -0.21448 3.32370
N -1.46858 -0.57236 2.01423
N -0.82948 0.52977 4.14467
H 0.04473 -2.87421 -2.47910
H -1.19090 -3.81792 -3.19145
H -4.68127 -2.89001 0.40880
H -4.29147 -2.33715 2.64486
H -1.11712 0.60783 5.10880
H -0.17994 1.23388 3.84276
O 1.00082 -2.37830 -0.71381
C 2.42958 -2.41557 -0.44447
C 2.61203 -1.83842 0.90629
C 3.71656 -2.13450 1.66344
C 3.82599 -1.61776 2.94628
C 2.78743 -0.83740 3.43092
C 1.71262 -0.57452 2.61967
N 1.60641 -1.04482 1.35323
H 0.57416 -3.12524 -0.26342
H 2.92578 -1.83876 -1.21514
H 2.79849 -3.43079 -0.49841
H 4.48022 -2.78777 1.25360
H 4.68924 -1.84613 3.56282
H 2.79732 -0.44209 4.44078
H 0.90088 -0.01019 2.98817
C -2.72683 -0.16218 -2.74233
C -1.26286 -0.30352 -3.00863
N -0.20099 -0.35548 -2.16818
C 0.96676 -0.47358 -2.96787
C 0.59974 -0.46851 -4.25809
N -0.78139 -0.34679 -4.24956
H -2.98084 -0.29154 -1.70235
H -3.28360 -0.89376 -3.33296
H -3.07495 0.82549 -3.05489
H 1.96196 -0.53258 -2.56263
H 1.18542 -0.53648 -5.16880
H -1.36011 -0.31234 -5.08035
```


The following is a DFT calculation (wB97M-V/def2-TZVPD) of a structure of composition C29H48NOP2Y in a non-equilibrium geometry.

Computed properties:
Total charge: +1
Spin multiplicity: 2
DFT total energy (eV): -53999.4079
Maximum force (eV Å⁻¹): 2.843
HOMO level (spin up / spin down) (eV): -7.1906 / -9.5609
Gap between HOMO and LUMO (spin up / spin down) (eV): 3.1 / 5.3
LUMO energy (spin up / spin down) (eV): -4.052 / -4.237

The geometry in XYZ format:
```
82
C29H48NOP2Y, DFT wB97M-V/def2-TZVPD
Y -1.57665 0.01794 2.45343
C -1.85752 2.37760 3.17861
C -2.22791 2.33152 1.80135
C -3.68412 0.97410 2.96858
C -2.73477 1.51059 3.90049
C -3.37636 1.50062 1.67982
C -0.82870 3.26505 3.77279
H -0.53963 4.06175 3.07696
H 0.08558 2.71991 4.03971
H -1.20638 3.74288 4.69131
C -2.68057 1.21937 5.35927
H -2.19718 2.04816 5.90124
H -2.10696 0.30648 5.61351
H -3.70821 1.07924 5.74086
C -4.64304 -0.10960 3.28414
H -5.09809 0.06250 4.26291
H -4.22043 -1.13338 3.31844
H -5.43021 -0.13824 2.52607
C -4.07100 1.19960 0.41168
H -4.91916 1.87915 0.26075
H -4.45417 0.17672 0.38487
H -3.40607 1.33273 -0.45042
C -1.62866 3.12854 0.70062
H -2.35971 3.82244 0.25475
H -1.26756 2.48737 -0.11537
H -0.77244 3.71838 1.04766
C 2.57720 1.44298 0.04196
C 2.00797 2.65334 0.14186
C 1.63347 3.61115 -0.94409
C 1.33106 3.02315 -2.34690
C 0.11940 2.14962 -2.45765
C 0.04981 0.82619 -2.20557
C 0.86026 0.03829 -1.22431
C 2.35850 0.45878 -1.07391
H 2.42265 4.37222 -1.07581
H 2.23150 2.52057 -2.71715
H 0.73105 4.12132 -0.57745
H 2.68160 0.89634 -2.02649
H 3.23414 1.07530 0.84145
H 1.67857 2.99892 1.13467
H 2.96711 -0.43997 -0.86894
H 0.38468 -0.00246 -0.22181
H -0.76345 0.24331 -2.68652
H 0.82419 -1.01907 -1.55383
H 1.19576 3.89170 -3.00923
H -0.75849 2.65693 -2.90917
P 1.42752 -2.36623 -3.42453
P -0.99881 -3.81833 -4.16652
C 1.73422 -3.59559 -4.82481
C 0.56359 -4.57414 -4.89958
H 2.67830 -4.13274 -4.61980
H 1.82190 -3.04348 -5.77562
H 0.35976 -4.88529 -5.94018
H 0.77446 -5.46584 -4.28506
C -2.00847 -5.28838 -4.65031
H -3.06989 -5.06468 -4.50266
H -1.74072 -6.12047 -3.98832
H -1.81377 -5.56814 -5.69603
C -1.38996 -2.79687 -5.66215
H -1.12486 -3.34094 -6.58014
H -0.85781 -1.83925 -5.62655
H -2.46570 -2.58262 -5.64998
C 2.72561 -3.06299 -2.32039
H 2.75102 -2.50334 -1.37839
H 3.70630 -3.02501 -2.81434
H 2.44687 -4.10412 -2.10451
C 2.28664 -0.94330 -4.23579
H 2.19660 -1.04606 -5.32646
H 3.34804 -0.91322 -3.94407
H 1.78818 -0.00721 -3.94934
O 0.10139 0.03316 3.69100
N 1.23404 0.05413 4.47253
C 2.22134 -0.80938 4.15004
C 3.40976 -0.75226 4.86024
C 3.55039 0.12398 5.92981
C 2.49151 0.98058 6.23517
C 1.31397 0.93011 5.50192
H 2.01208 -1.52443 3.35010
H 4.21580 -1.41428 4.56356
H 4.45866 0.13818 6.52384
H 2.56250 1.69181 7.04718
H 0.43250 1.53656 5.71500
```


The following is a DFT calculation (wB97M-V/def2-TZVPD) of a cluster of 10 separate species, C40H100O20 in total in a non-equilibrium geometry.

Computed properties:
Total charge: -1
Spin multiplicity: 2
DFT total energy (eV): -84033.6592
Maximum force (eV Å⁻¹): 3.365
HOMO level (spin up / spin down) (eV): 0.6663 / -7.2828
Gap between HOMO and LUMO (spin up / spin down) (eV): 1.4 / 9.3
LUMO energy (spin up / spin down) (eV): 2.045 / 1.988

The geometry in XYZ format:
```
160
C40H100O20, DFT wB97M-V/def2-TZVPD
C 5.88283 -2.18358 1.86310
O 5.68970 -3.21921 2.83255
C 6.29315 -4.43449 2.39109
C 6.18882 -5.51350 3.51717
O 6.84014 -5.09526 4.69309
C 7.37571 -6.14772 5.46985
H 6.88079 -1.93826 1.49980
H 5.38417 -1.28477 2.22584
H 5.43171 -2.57149 0.94980
H 7.34461 -4.36088 2.11340
H 5.86468 -4.89210 1.49940
H 6.44024 -6.49476 3.11465
H 5.13862 -5.63365 3.78314
H 6.68679 -6.97332 5.64837
H 7.63953 -5.62293 6.38805
H 8.28554 -6.58823 5.06211
C 3.08792 1.50810 -1.23864
O 3.60613 2.23815 -0.14529
C 2.89076 3.47493 -0.00310
C 3.30951 4.23404 1.21614
O 4.50977 4.97580 0.81195
C 4.73515 5.97440 1.74660
H 3.20633 2.15890 -2.10498
H 2.05822 1.20325 -1.05184
H 3.71102 0.64738 -1.48152
H 1.86468 3.10932 0.03685
H 3.07466 4.08400 -0.88815
H 3.80577 3.54195 1.89646
H 2.46743 4.76430 1.66092
H 5.32244 5.47384 2.51641
H 3.97378 6.59821 2.21488
H 5.46016 6.61017 1.23840
C 0.42994 -2.76647 4.62641
O 0.52366 -3.63463 3.49070
C 1.77880 -4.29559 3.38062
C 1.77887 -5.30119 2.14968
O 0.54281 -5.97000 2.25463
C 0.61242 -7.14372 1.35307
H 0.79222 -3.30212 5.50387
H -0.61445 -2.46749 4.53720
H 1.04282 -1.89300 4.40387
H 1.86703 -4.95875 4.24117
H 2.56230 -3.53782 3.38315
H 2.66213 -5.93088 2.25665
H 1.85661 -4.69234 1.24893
H -0.25842 -7.76074 1.57448
H 1.50493 -7.76940 1.36012
H 0.47310 -6.62328 0.40553
C 2.55106 -1.76888 -3.29205
O 2.35466 -1.23354 -4.59968
C 1.06943 -0.97318 -5.06572
C 0.47733 0.22971 -4.27441
O 1.24208 1.46826 -4.45381
C 0.60380 2.59958 -3.97723
H 3.54346 -2.19318 -3.13977
H 1.86784 -2.60091 -3.12166
H 2.40442 -1.05558 -2.48100
H 0.49686 -1.89516 -4.96463
H 1.20773 -0.71910 -6.11663
H 0.32649 0.08761 -3.20429
H -0.49138 0.45430 -4.72080
H 1.21581 3.46231 -4.24038
H 0.60230 2.79820 -2.90548
H -0.43867 2.77667 -4.24178
C -4.86568 -1.16504 -1.58175
O -6.21026 -0.65483 -1.54124
C -7.07666 -1.15427 -2.60421
C -8.59461 -0.71321 -2.42342
O -9.39909 -0.82661 -3.59656
C -9.62840 -2.16114 -4.04567
H -4.96000 -2.20808 -1.27963
H -4.35902 -0.59667 -0.80179
H -4.37263 -0.99552 -2.53897
H -7.12922 -2.23842 -2.50450
H -6.75007 -0.88780 -3.60942
H -8.67482 0.33313 -2.12876
H -9.04748 -1.26576 -1.60019
H -8.69582 -2.72021 -4.12200
H -10.00851 -2.08041 -5.06406
H -10.36744 -2.60559 -3.37905
C -9.73035 3.01171 -3.40462
O -9.01229 3.02879 -2.24580
C -8.89740 4.27923 -1.59103
C -7.81454 4.22085 -0.43597
O -6.52596 4.10073 -0.91377
C -6.08617 2.72257 -0.98504
H -9.40909 3.76953 -4.11917
H -10.80153 3.15878 -3.26668
H -9.68632 2.05881 -3.93201
H -9.79194 4.50025 -1.00874
H -8.79252 5.16274 -2.22071
H -8.09505 3.59516 0.41135
H -7.84754 5.24028 -0.05156
H -6.41993 2.19065 -1.87598
H -6.35762 2.11714 -0.12025
H -4.99966 2.65149 -1.03548
C 2.73729 -0.78165 1.36719
O 1.57542 -0.93174 0.55329
C 0.35220 -0.63230 1.23301
C -0.49745 0.53475 0.59115
O -1.05816 0.07346 -0.67682
C -1.69900 1.07252 -1.44141
H 2.69091 -1.63245 2.04696
H 2.88739 0.18123 1.85549
H 3.62553 -0.84455 0.73856
H 0.54800 -0.50446 2.29764
H -0.35843 -1.45529 1.30911
H 0.08449 1.44378 0.43912
H -1.24133 0.67559 1.37531
H -2.10385 0.69561 -2.38063
H -1.15082 1.99768 -1.61938
H -2.56930 1.44547 -0.90144
C 4.07422 -0.24711 5.36476
O 4.64002 1.00240 5.74526
C 5.60541 1.44436 4.76961
C 6.41219 2.60002 5.36124
O 7.58134 2.86949 4.62338
C 8.61313 3.43918 5.32686
H 3.61445 -0.61498 6.28203
H 4.77169 -0.96519 4.93349
H 3.29541 0.02869 4.65379
H 5.09455 1.70862 3.84371
H 6.33317 0.65906 4.56524
H 6.63989 2.23393 6.36236
H 5.82802 3.51539 5.45587
H 8.99780 2.95693 6.22551
H 8.38728 4.41991 5.74549
H 9.32606 3.55609 4.51068
C 1.18870 6.36391 -1.51165
O -0.01067 6.79112 -2.18205
C -1.05329 5.85105 -2.39370
C -1.58427 5.32431 -1.03534
O -0.58502 4.50374 -0.38587
C -0.87250 4.39240 1.03280
H 0.99398 6.51127 -0.44936
H 1.99621 6.97627 -1.91296
H 1.39359 5.32113 -1.75401
H -0.54530 5.13750 -3.04246
H -1.88228 6.27214 -2.96253
H -2.58148 4.88603 -1.07505
H -1.67370 6.27569 -0.51096
H -0.10749 4.88989 1.62891
H -0.70193 3.34719 1.29076
H -1.84493 4.70703 1.41160
C -5.29472 -4.55234 -4.06726
O -4.24640 -3.73277 -3.76108
C -2.97392 -4.27583 -3.73757
C -1.98586 -3.38366 -2.95659
O -0.89060 -4.09292 -2.33885
C -0.12942 -3.39570 -1.32638
H -5.52071 -5.16635 -3.19546
H -5.11305 -5.25553 -4.88005
H -6.17670 -4.03341 -4.44265
H -2.68597 -4.35500 -4.78586
H -2.89705 -5.29508 -3.35899
H -2.50597 -2.77638 -2.21579
H -1.73409 -2.52894 -3.58441
H 0.10917 -2.38788 -1.66619
H 0.86851 -3.82945 -1.26243
H -0.62151 -3.33506 -0.35567
```


What did the first record say?
The following is a DFT calculation (wB97M-V/def2-TZVPD) of a structure of composition C22H31MoN7OS5 in a non-equilibrium geometry.

Computed properties:
Total charge: +4
Spin multiplicity: 3
DFT total energy (eV): -91789.8823
Maximum force (eV Å⁻¹): 1.343
HOMO level (spin up / spin down) (eV): -18.8600 / -18.8370
Gap between HOMO and LUMO (spin up / spin down) (eV): 5.5 / 5.5
LUMO energy (spin up / spin down) (eV): -13.322 / -13.294

The geometry in XYZ format:
```
67
C22H31MoN7OS5, DFT wB97M-V/def2-TZVPD
Mo -0.07210 -0.46348 -0.02398
C 2.74144 2.31265 0.46375
C 1.88007 3.31912 1.20732
S 0.56756 2.41743 2.01740
C -0.95925 3.31819 1.79784
C -1.44215 3.36982 0.36410
S -1.37948 1.82631 -0.63285
C -0.38618 2.43037 -2.02520
C 1.11464 2.54483 -1.80021
S 1.87213 1.26721 -0.74438
H 3.24411 1.61943 1.14062
H 3.51169 2.81267 -0.12467
H 1.46288 4.08886 0.56219
H 2.48103 3.81457 1.96531
H -0.84348 4.33133 2.17904
H -1.67226 2.80507 2.44456
H -0.87100 4.09197 -0.21589
H -2.48987 3.66322 0.32793
H -0.80113 3.40426 -2.28090
H -0.60861 1.77850 -2.85732
H 1.38868 3.49591 -1.34892
H 1.61905 2.49081 -2.76249
N -0.93164 -3.09567 -2.53406
C -1.76340 -2.83527 -1.51751
N -1.55046 -2.01462 -0.44576
C -2.68473 -2.03261 0.39916
C -3.71111 -2.74027 -0.05413
S -3.30677 -3.55179 -1.51403
C -2.57562 -1.41702 1.69808
C -3.42765 -1.68255 2.67257
S -2.99008 -0.86105 4.09185
C -1.60215 -0.21448 3.32370
N -1.46858 -0.57236 2.01423
N -0.82948 0.52977 4.14467
H 0.04473 -2.87421 -2.47910
H -1.19090 -3.81792 -3.19145
H -4.68127 -2.89001 0.40880
H -4.29147 -2.33715 2.64486
H -1.11712 0.60783 5.10880
H -0.17994 1.23388 3.84276
O 1.00082 -2.37830 -0.71381
C 2.42958 -2.41557 -0.44447
C 2.61203 -1.83842 0.90629
C 3.71656 -2.13450 1.66344
C 3.82599 -1.61776 2.94628
C 2.78743 -0.83740 3.43092
C 1.71262 -0.57452 2.61967
N 1.60641 -1.04482 1.35323
H 0.57416 -3.12524 -0.26342
H 2.92578 -1.83876 -1.21514
H 2.79849 -3.43079 -0.49841
H 4.48022 -2.78777 1.25360
H 4.68924 -1.84613 3.56282
H 2.79732 -0.44209 4.44078
H 0.90088 -0.01019 2.98817
C -2.72683 -0.16218 -2.74233
C -1.26286 -0.30352 -3.00863
N -0.20099 -0.35548 -2.16818
C 0.96676 -0.47358 -2.96787
C 0.59974 -0.46851 -4.25809
N -0.78139 -0.34679 -4.24956
H -2.98084 -0.29154 -1.70235
H -3.28360 -0.89376 -3.33296
H -3.07495 0.82549 -3.05489
H 1.96196 -0.53258 -2.56263
H 1.18542 -0.53648 -5.16880
H -1.36011 -0.31234 -5.08035
```


> The highest total charge belongs to which entry?

C22H31MoN7OS5


What did the first record say?
The following is a DFT calculation (wB97M-V/def2-TZVPD) of a structure of composition C22H31MoN7OS5 in a non-equilibrium geometry.

Computed properties:
Total charge: +4
Spin multiplicity: 3
DFT total energy (eV): -91789.8823
Maximum force (eV Å⁻¹): 1.343
HOMO level (spin up / spin down) (eV): -18.8600 / -18.8370
Gap between HOMO and LUMO (spin up / spin down) (eV): 5.5 / 5.5
LUMO energy (spin up / spin down) (eV): -13.322 / -13.294

The geometry in XYZ format:
```
67
C22H31MoN7OS5, DFT wB97M-V/def2-TZVPD
Mo -0.07210 -0.46348 -0.02398
C 2.74144 2.31265 0.46375
C 1.88007 3.31912 1.20732
S 0.56756 2.41743 2.01740
C -0.95925 3.31819 1.79784
C -1.44215 3.36982 0.36410
S -1.37948 1.82631 -0.63285
C -0.38618 2.43037 -2.02520
C 1.11464 2.54483 -1.80021
S 1.87213 1.26721 -0.74438
H 3.24411 1.61943 1.14062
H 3.51169 2.81267 -0.12467
H 1.46288 4.08886 0.56219
H 2.48103 3.81457 1.96531
H -0.84348 4.33133 2.17904
H -1.67226 2.80507 2.44456
H -0.87100 4.09197 -0.21589
H -2.48987 3.66322 0.32793
H -0.80113 3.40426 -2.28090
H -0.60861 1.77850 -2.85732
H 1.38868 3.49591 -1.34892
H 1.61905 2.49081 -2.76249
N -0.93164 -3.09567 -2.53406
C -1.76340 -2.83527 -1.51751
N -1.55046 -2.01462 -0.44576
C -2.68473 -2.03261 0.39916
C -3.71111 -2.74027 -0.05413
S -3.30677 -3.55179 -1.51403
C -2.57562 -1.41702 1.69808
C -3.42765 -1.68255 2.67257
S -2.99008 -0.86105 4.09185
C -1.60215 -0.21448 3.32370
N -1.46858 -0.57236 2.01423
N -0.82948 0.52977 4.14467
H 0.04473 -2.87421 -2.47910
H -1.19090 -3.81792 -3.19145
H -4.68127 -2.89001 0.40880
H -4.29147 -2.33715 2.64486
H -1.11712 0.60783 5.10880
H -0.17994 1.23388 3.84276
O 1.00082 -2.37830 -0.71381
C 2.42958 -2.41557 -0.44447
C 2.61203 -1.83842 0.90629
C 3.71656 -2.13450 1.66344
C 3.82599 -1.61776 2.94628
C 2.78743 -0.83740 3.43092
C 1.71262 -0.57452 2.61967
N 1.60641 -1.04482 1.35323
H 0.57416 -3.12524 -0.26342
H 2.92578 -1.83876 -1.21514
H 2.79849 -3.43079 -0.49841
H 4.48022 -2.78777 1.25360
H 4.68924 -1.84613 3.56282
H 2.79732 -0.44209 4.44078
H 0.90088 -0.01019 2.98817
C -2.72683 -0.16218 -2.74233
C -1.26286 -0.30352 -3.00863
N -0.20099 -0.35548 -2.16818
C 0.96676 -0.47358 -2.96787
C 0.59974 -0.46851 -4.25809
N -0.78139 -0.34679 -4.24956
H -2.98084 -0.29154 -1.70235
H -3.28360 -0.89376 -3.33296
H -3.07495 0.82549 -3.05489
H 1.96196 -0.53258 -2.56263
H 1.18542 -0.53648 -5.16880
H -1.36011 -0.31234 -5.08035
```


> Which formula does entry 2 have?

C29H48NOP2Y